No. 1
Below is a cluster of 8 separate species, C8H18INO9S in total in a non-equilibrium geometry, with properties calculated with ωB97M-V with the def2-TZVPD basis set.

Positions of all 38 atoms, in Å:
O (-2.0506, 2.3308, -1.8989)
C (-1.5162, 1.8637, -0.9321)
N (-0.4427, 2.5480, -0.1992)
C (0.3126, 1.6291, 0.6577)
O (1.4044, 1.7960, 1.0994)
C (-0.6467, 0.4195, 0.8329)
C (-0.6066, -0.7325, 1.7172)
I (1.0140, -0.8949, 3.1123)
C (-1.6460, -1.7670, 1.6518)
C (-2.7118, -1.6216, 0.6473)
C (-2.7871, -0.4690, -0.2744)
S (-4.0925, -0.3415, -1.5233)
C (-1.7459, 0.5385, -0.1524)
H (-1.0057, 3.0346, 0.5199)
H (-1.6227, -2.6607, 2.3102)
H (-3.4764, -2.4264, 0.5867)
H (-5.1086, 0.4714, -1.0917)
O (-5.4606, 2.3187, -1.9117)
H (-4.5212, 2.4674, -1.7405)
H (-5.6500, 2.8764, -2.6750)
O (0.6883, 0.5693, -3.6197)
H (0.2604, 0.8215, -2.7951)
H (0.7996, 1.4045, -4.0900)
O (2.5032, -4.0121, 3.8139)
H (2.4896, -4.8422, 3.3251)
H (3.4347, -3.7473, 3.8033)
O (4.7731, -2.3546, 3.4264)
H (4.5598, -1.9730, 2.5629)
H (5.3792, -1.7177, 3.8200)
O (5.3167, -1.5617, 0.4450)
H (6.2484, -1.4071, 0.6397)
H (5.1414, -1.0003, -0.3192)
O (-0.9115, 4.3886, -3.8061)
H (-1.2419, 3.6783, -3.2397)
H (-1.6560, 4.9947, -3.8809)
O (1.2598, -1.6880, -0.1435)
H (2.1900, -1.5324, 0.0606)
H (1.0931, -1.1337, -0.9154)

Computed properties:
E ... -1743.385631 a.u.
HOMO-LUMO gap ... 7.93 eV
SMILES ... O=C1NC(=O)c2c(I)ccc(S)c21.O.O.O.O.O.O.O

---

No. 2
Below is a cluster of 2 separate species, C3H10NOS in total in a non-equilibrium geometry, with properties calculated with ωB97M-V with the def2-TZVPD basis set.

Positions of all 16 atoms, in Å:
C (-0.5260, -0.7112, 2.1926)
N (-0.5771, -1.4553, 0.9383)
C (-1.5950, -0.8734, 0.0894)
O (-1.4394, 0.5238, -0.0803)
H (-0.2385, 0.3344, 1.9630)
H (0.2158, -1.2207, 2.8192)
H (-1.5263, -0.7027, 2.6616)
H (0.2782, -1.3070, 0.4374)
H (-2.5680, -0.9876, 0.4466)
H (-1.5549, -1.3800, -0.8725)
C (1.1466, 1.2345, -2.1138)
S (1.5092, 0.5294, -0.4222)
H (1.1087, 2.3525, -2.0079)
H (1.8837, 0.9139, -2.8823)
H (0.1211, 0.9181, -2.4514)
H (-0.4647, 0.7058, -0.2933)

Computed properties:
E ... -648.497038 a.u.
Net charge ... -1
HOMO-LUMO gap ... 7.14 eV

---

No. 3
Below is the molecule C3H6N2O, with properties calculated with ωB97M-V with the def2-TZVPD basis set.

Positions of all 12 atoms, in Å:
C (-1.0385, 0.5571, 0.8320)
C (-0.4044, 0.2564, -0.5088)
N (-0.9217, 0.5429, -1.6359)
N (0.8687, -0.3229, -0.5961)
C (1.6653, -1.0435, 0.2576)
O (2.7383, -1.4849, -0.0916)
H (-1.6126, 1.4829, 0.7211)
H (-0.3192, 0.7045, 1.6415)
H (-1.7452, -0.2260, 1.1267)
H (-1.8071, 1.0284, -1.5177)
H (1.2233, -0.2925, -1.5451)
H (1.2608, -1.2001, 1.2712)

Computed properties:
E ... -302.668963 a.u.
HOMO-LUMO gap ... 10.67 eV
SMILES ... [H]/N=C(\C)NC=O

---

No. 4
Below is the molecule C8H13N3O in a non-equilibrium geometry, with properties calculated with ωB97M-V with the def2-TZVPD basis set.

Positions of all 25 atoms, in Å:
C (-2.8385, -1.2945, 0.2279)
C (-3.3278, -0.0323, -0.2609)
C (1.0382, -0.0116, -0.2537)
C (2.5084, -0.0384, -0.0656)
C (-4.6604, 0.4618, -0.7820)
C (3.4723, -1.0720, -0.6615)
C (3.2764, 0.7481, 0.9870)
C (-0.0294, 0.7622, 0.6319)
N (-1.6365, -1.0758, 0.7401)
N (-2.3820, 0.8368, -0.0357)
N (-1.3452, 0.2107, 0.4628)
O (1.8533, 0.7300, -1.0536)
H (-3.3815, -2.1941, 0.1996)
H (0.7364, -0.8339, -0.8195)
H (-5.3651, -0.1464, -0.2104)
H (-4.8334, 1.5918, -0.7180)
H (-4.6359, 0.1729, -1.9280)
H (4.3776, -0.6327, -1.1362)
H (2.8919, -1.8393, -1.3599)
H (3.8158, -1.6647, 0.0882)
H (4.3615, 1.0444, 0.7778)
H (3.2544, 0.0857, 1.9842)
H (2.7224, 1.7197, 1.3329)
H (0.0670, 1.8089, 0.1031)
H (0.0599, 0.6627, 1.7496)

Computed properties:
E ... -552.014021 a.u.
HOMO-LUMO gap ... 10.14 eV
SMILES ... Cc1cnn(C[C@H]2OC2(C)C)n1

---

| no. | HOMO energy (eV) |
| --- | --- |
| 1 | -9.09 |
| 2 | -2.98 |
| 3 | -9.91 |
| 4 | -9.21 |